[1]
C12H37CaN6O3P2 | ωB97M-V/def2-TZVPD

Properties
* net charge: 0
* 2S+1: 2
* frontier orbital gap (spin up / spin down): 0.13583 / 0.32167 Ha
* LUMO energy (spin up / spin down): 0.66 / 0.60 eV

Last column: Löwdin spin population.
CARTESIAN COORDINATES (ANGSTROEM)
Ca 3.49511 -22.74339 -14.06965  0.687
O 1.70274 -22.17386 -15.11212  0.040
H 0.86000 -22.53815 -15.44618  0.002
O 4.73768 -23.43918 -15.89082  0.059
P 5.39095 -24.21778 -16.97919  0.009
N 4.24923 -24.61902 -18.10546  0.001
C 4.59996 -25.63011 -19.18191  0.001
C 2.99817 -23.82788 -18.32136  0.004
N 6.28805 -25.62009 -16.51069  0.001
C 7.38630 -25.17532 -15.52616  0.014
C 5.65399 -26.92297 -16.12561  0.009
N 6.59971 -23.38514 -17.87505  0.001
C 7.24272 -24.02530 -18.99562  0.000
C 6.65554 -21.93670 -17.96849  0.002
H 5.20260 -25.25338 -20.00834  0.000
H 3.69281 -26.13300 -19.51697  0.000
H 5.11466 -26.50797 -18.79134  0.000
H 2.10718 -24.45531 -18.29774  0.001
H 3.07935 -23.32821 -19.28668  0.000
H 2.84168 -22.97157 -17.66536  0.002
H 7.07287 -24.57799 -14.66996  0.018
H 7.76729 -26.09982 -15.09228  0.001
H 8.21702 -24.58211 -15.90838  0.001
H 4.94607 -26.85126 -15.29989  0.012
H 5.08804 -27.41832 -16.91454  0.000
H 6.40999 -27.66156 -15.85904  0.000
H 8.26908 -23.65870 -19.01265  0.000
H 7.35587 -25.10860 -18.95338  0.000
H 6.98138 -23.66992 -19.99236  0.000
H 7.67122 -21.55473 -18.07131  0.000
H 6.23512 -21.46110 -17.08240  0.002
H 6.07900 -21.56375 -18.81502  0.000
O 3.98998 -20.53931 -14.41258  0.056
P 3.79661 -19.13571 -14.10113  0.009
N 5.11864 -18.13383 -13.45724  0.002
C 6.38456 -18.11196 -14.17617  0.003
C 4.86030 -16.90949 -12.72792  0.001
N 2.52687 -18.82295 -12.98072  0.002
C 1.14470 -18.54673 -13.39795  0.002
C 2.58498 -19.31597 -11.56187  0.019
N 3.38526 -18.20971 -15.53177  0.001
C 2.80728 -16.84887 -15.55015  0.000
C 3.99579 -18.62740 -16.71846  0.002
H 7.18894 -17.64997 -13.60376  0.000
H 6.23912 -17.53807 -15.09137  0.000
H 6.67111 -19.13312 -14.42761  0.003
H 5.08926 -16.06007 -13.37147  0.000
H 5.52716 -16.93598 -11.86612  0.000
H 3.79646 -16.80627 -12.51415  0.000
H 0.83020 -19.16204 -14.24092  0.002
H 0.45764 -18.88932 -12.62420  0.000
H 0.80556 -17.56296 -13.72243  0.000
H 3.61451 -19.41839 -11.21884  0.007
H 2.02356 -18.67869 -10.87865  0.001
H 2.11199 -20.28833 -11.42447  0.017
H 2.38442 -16.43245 -14.63589  0.000
H 3.50410 -16.09600 -15.91855  0.000
H 1.93680 -16.65079 -16.17554  0.000
H 4.31604 -19.66804 -16.76934  0.002
H 4.78881 -17.90893 -16.92587  0.000
H 3.20960 -18.64915 -17.47315  0.001

---

[2]
C12H38ClO12P4 | ωB97M-V/def2-TZVPD

Properties
* net charge: -1
* frontier orbital gap: 0.06413 Ha
* LUMO energy: -1.23 eV

Last column: Löwdin charge in e.
CARTESIAN COORDINATES (ANGSTROEM)
P -3.70899 1.56188 -0.13584  0.166
C -2.64840 1.54577 -1.72505  -0.468
C -1.12066 0.98150 -1.53690  -0.325
C -0.35898 1.85873 -0.36915  -0.559
Cl 1.40146 2.31728 -0.87653  0.360
H -4.58257 2.56007 -0.72357  -0.088
H -4.62484 0.53776 -0.64433  -0.083
H -2.83802 0.55783 0.41967  -0.069
H -2.96894 2.66364 0.46176  -0.078
H -4.50745 1.54168 1.09195  -0.108
H -2.61978 2.65990 -2.13017  0.070
H -3.16398 0.86484 -2.55901  0.074
H -1.16732 -0.15991 -1.22271  0.087
H -0.54823 1.05674 -2.58175  0.094
H -0.31715 1.17727 0.58938  0.080
H -0.89993 2.88618 -0.18762  0.062
C 3.83698 7.10768 -2.42973  -0.159
O 3.82583 6.02095 -3.33852  -0.262
P 5.40093 5.55201 -3.87878  0.748
O 4.77153 4.65660 -4.94986  -0.271
O 5.62779 4.67076 -2.49804  -0.288
C 4.63874 3.73201 -2.11315  -0.128
O 6.97608 5.08315 -4.41904  -0.251
C 7.97775 6.02464 -4.09363  -0.176
H 2.81956 7.26334 -2.05994  0.095
H 4.48857 6.88981 -1.58227  0.078
H 4.17825 8.00894 -2.93753  0.074
H 3.98063 3.44611 -2.94327  0.088
H 4.03794 4.16412 -1.30529  0.074
H 5.13350 2.83084 -1.74118  0.094
H 8.01589 6.17266 -3.01153  0.078
H 7.76936 6.97392 -4.59318  0.076
H 8.94629 5.64378 -4.43244  0.087
C -4.56582 -0.72082 5.50400  -0.171
O -3.97301 -0.78748 4.21904  -0.275
P -2.35705 -1.40492 4.23157  0.732
O -2.17839 -0.97861 2.77162  -0.271
O -2.93402 -2.95391 4.27894  -0.299
C -3.90036 -3.35548 3.32366  -0.116
O -0.74105 -2.02233 4.24419  -0.282
C -0.18324 -2.09161 5.54022  -0.188
H -5.61291 -0.42633 5.39000  0.088
H -4.52689 -1.69514 5.99328  0.072
H -4.04669 0.01978 6.11113  0.072
H -3.92401 -2.69987 2.44413  0.096
H -4.88677 -3.35975 3.80039  0.081
H -3.66590 -4.36974 2.98967  0.086
H -0.79913 -2.72858 6.17995  0.074
H -0.11474 -1.08819 5.96748  0.073
H 0.81997 -2.52389 5.47215  0.082
C 0.02274 -7.15162 -0.06314  -0.168
O -1.22694 -6.53810 -0.32557  -0.279
P -1.16812 -4.80922 -0.30969  0.754
O -2.69824 -4.75277 -0.33506  -0.278
O -0.59792 -4.80011 -1.86187  -0.284
C -1.29531 -5.53401 -2.85317  -0.123
O -1.10922 -3.08032 -0.29373  -0.227
C 0.09135 -2.57064 0.24895  -0.154
H -0.08338 -8.23145 -0.20032  0.086
H 0.78156 -6.78318 -0.75500  0.076
H 0.32564 -6.94622 0.96285  0.076
H -2.32773 -5.76418 -2.56148  0.088
H -0.75533 -6.46762 -3.04576  0.081
H -1.32179 -4.94569 -3.77428  0.092
H 0.94704 -2.93806 -0.32297  0.079
H 0.18289 -2.87460 1.29458  0.076
H 0.07098 -1.47785 0.19147  0.078

---

[3]
C12H38HfO18P4 | ωB97M-V/def2-TZVPD

Properties
* net charge: +2
* frontier orbital gap: 0.34088 Ha
* LUMO energy: -6.48 eV

Last column: Löwdin charge in e.
CARTESIAN COORDINATES (ANGSTROEM)
Hf 0.26652 0.18310 0.11630  1.987
O 1.37097 -1.51889 0.64181  -0.393
H 1.79417 -2.03118 1.32877  -0.005
O -1.14568 1.66854 0.56099  -0.408
H -1.55645 2.52222 0.44507  -0.001
C -2.95215 2.40160 -2.62465  -0.038
O -1.75618 3.18582 -2.88590  -0.183
P -0.30086 2.61324 -2.95440  0.333
O 0.05284 1.62907 -1.90733  -0.326
O -0.10562 2.07936 -4.41314  -0.175
C -0.49553 0.71048 -4.70423  -0.040
O 0.57934 3.88612 -2.92788  -0.154
C 0.51606 4.65705 -1.73329  -0.074
H -3.57959 2.43039 -3.51268  0.102
H -3.47699 2.83706 -1.78250  0.095
H -2.68106 1.36062 -2.45204  0.072
H 0.35041 0.04426 -4.56980  0.071
H -0.84096 0.75009 -5.73492  0.108
H -1.36077 0.33669 -4.15140  0.086
H -0.36663 4.43789 -1.11808  0.081
H 0.50814 5.71994 -1.93751  0.107
H 1.32054 4.37352 -1.04993  0.095
C 4.42193 -1.50090 -0.94490  -0.049
O 3.98180 -1.03359 -2.22151  -0.176
P 2.48815 -1.05669 -2.67661  0.344
O 1.47600 -0.50065 -1.74825  -0.339
O 2.54992 -0.28762 -4.03041  -0.196
C 3.10518 1.05754 -4.03077  -0.035
O 2.11012 -2.50465 -3.07630  -0.169
C 2.91423 -3.29401 -3.98413  -0.041
H 5.12161 -0.79049 -0.50628  0.102
H 4.92634 -2.46015 -1.02619  0.104
H 3.60295 -1.56879 -0.23258  0.059
H 3.18383 1.53151 -3.05409  0.095
H 2.51007 1.68050 -4.69133  0.092
H 4.10002 0.95185 -4.45870  0.105
H 2.80449 -4.35778 -3.80162  0.099
H 3.97717 -3.04730 -3.92801  0.097
H 2.62529 -3.10174 -5.01887  0.100
C -4.45616 -1.49506 0.92973  -0.037
O -3.63242 -1.78136 2.09103  -0.178
P -2.09185 -2.00542 2.02550  0.341
O -1.32065 -0.98620 1.28448  -0.314
O -1.66459 -2.03766 3.51011  -0.202
C -2.28176 -2.95754 4.46848  -0.008
O -1.87019 -3.48926 1.57565  -0.170
C -2.09433 -3.91296 0.22394  -0.064
H -4.92672 -0.52335 1.03256  0.098
H -5.13376 -2.34039 0.88610  0.103
H -3.89358 -1.43964 -0.00598  0.084
H -2.80538 -2.29848 5.16014  0.101
H -1.50332 -3.54032 4.93548  0.102
H -3.09276 -3.52046 4.01273  0.093
H -1.68872 -4.91617 0.07347  0.102
H -1.53633 -3.34188 -0.52492  0.090
H -3.15502 -4.00939 -0.01148  0.096
C 0.58622 3.60807 3.52379  -0.060
O 1.24346 2.44175 4.04277  -0.149
P 0.70869 1.01469 3.74829  0.365
O 0.61107 0.74520 2.28434  -0.331
O 1.68499 0.08654 4.49645  -0.147
C 1.93975 -1.25461 4.04384  -0.043
O -0.61268 0.75697 4.53081  -0.157
C -1.82399 1.43032 4.20210  -0.066
H -0.32231 3.40449 2.95208  0.074
H 1.28282 4.12577 2.87012  0.099
H 0.27631 4.26327 4.33479  0.106
H 2.38572 -1.81363 4.85772  0.107
H 2.66541 -1.25904 3.22698  0.087
H 1.01260 -1.69364 3.67630  0.077
H -2.09127 1.33081 3.14408  0.083
H -1.79078 2.47873 4.48396  0.092
H -2.64808 0.93584 4.71183  0.101

---

no.,maximum force (eV Å⁻¹)
1,6.3
2,10.9
3,2.7